Record 1
{
  "formula": "CHAgCl3CsF",
  "method": "ωB97M-V/def2-TZVPD",
  "elements": ["Cs", "Ag", "Cl", "Cl", "Cl", "F", "C", "H"],
  "positions_angstrom": [[-12.291152, 13.836450, 16.952467], [-8.759794, 13.730381, 14.637368], [-12.571187, 18.814515, 13.357857], [-11.692047, 17.580864, 15.835896], [-10.241603, 19.583304, 14.315837], [-10.585481, 14.831604, 14.738839], [-11.237041, 18.140490, 14.262991], [-10.740886, 17.345923, 13.712274]],
  "atomic_forces_ev_per_a": [[-0.019, -0.041, -0.145], [-0.234, 0.200, -0.182], [0.104, 0.595, -0.245], [-0.020, 0.254, -0.029], [-0.262, 0.466, -0.351], [0.278, -0.239, 0.328], [0.190, -1.232, 0.697], [-0.038, -0.002, -0.072]],
  "nbo_charge": [0.9931, 0.9498, 0.4654, 0.1309, 0.4626, -0.9411, -0.3548, 0.2940],
  "charge": 2,
  "s_squared": 0.7550,
  "multiplicity": 2,
  "energy_ha": -1685.5362,
  "orbital_gap_ev": [10.2, 4.6],
  "fmax_ev_per_a": 1.43,
  "lumo_ev": [-7.5, -13.0]
}


Record 2
{
  "formula": "C5H7NO2",
  "method": "ωB97M-V/def2-TZVPD",
  "elements": ["O", "O", "N", "C", "C", "C", "C", "C", "H", "H", "H", "H", "H", "H", "H"],
  "positions_angstrom": [[1.560115, 0.391949, 1.338070], [-1.214748, -1.093864, 1.330730], [-0.876657, 0.785241, -1.320544], [1.076411, -0.487450, -0.911757], [-0.458942, -0.692211, -1.142425], [1.037693, 0.703178, 0.109031], [-0.929844, -0.521448, 0.330875], [-0.507676, 0.877767, 0.142015], [-0.814543, -1.480982, -1.755234], [1.586181, -1.361594, -0.509735], [-1.945682, 0.724957, -1.240537], [1.524669, 1.648061, -0.326875], [1.599626, -0.145529, -1.836599], [1.058739, -0.298501, 1.767350], [-0.941186, 1.753207, 0.628607]],
  "atomic_forces_ev_per_a": [[1.133, 0.622, 0.848], [-0.849, -1.337, 0.258], [-1.921, -1.470, 0.358], [-0.073, 0.519, -1.017], [0.693, 0.838, 1.092], [-0.766, 0.758, -1.555], [1.368, 0.337, 0.232], [0.206, 2.338, -0.650], [-0.241, -0.436, -0.855], [-0.041, 0.035, 0.070], [1.706, 0.421, -0.702], [-0.567, -1.455, 0.924], [-0.586, -0.549, 0.498], [-0.336, -0.347, 0.127], [0.274, -0.275, 0.371]],
  "nbo_charge": [-0.7026, -0.5099, -0.5574, -0.4377, -0.1670, 0.1155, 0.5650, -0.2270, 0.2222, 0.2258, 0.3428, 0.2008, 0.2295, 0.4773, 0.2228],
  "charge": 0,
  "energy_ha": -399.8803,
  "orbital_gap_ev": 10.5,
  "fmax_ev_per_a": 2.45,
  "lumo_ev": 0.7
}


Record 3
{
  "formula": "C21H19BrF2N3OPd",
  "method": "ωB97M-V/def2-TZVPD",
  "elements": ["Pd", "Br", "F", "F", "O", "N", "N", "N", "C", "C", "C", "C", "C", "C", "C", "C", "C", "C", "C", "C", "C", "C", "C", "C", "C", "C", "C", "C", "C", "H", "H", "H", "H", "H", "H", "H", "H", "H", "H", "H", "H", "H", "H", "H", "H", "H", "H", "H"],
  "positions_angstrom": [[-0.086273, 1.149234, -0.705333], [-0.396308, 3.782911, -1.353854], [4.737412, 0.458988, -2.544100], [4.350291, 0.912087, 2.073799], [-5.578234, 4.072261, -0.970959], [0.146358, 1.308216, 1.515224], [-0.344361, -1.013234, -1.172105], [-2.171561, 1.781163, -0.928335], [0.767255, 1.442287, 4.189546], [3.753074, 0.859870, 0.871581], [-0.809881, 1.483483, 2.421239], [-4.543674, 1.908913, -0.755676], [3.967582, 0.632013, -1.464875], [0.567415, -3.856529, 0.465728], [-2.156657, 3.098217, -1.116957], [-0.549516, 1.557355, 3.776223], [2.368844, 0.984027, 0.782855], [-0.881081, -4.397456, -1.534179], [1.817392, 0.921856, -0.506892], [1.769836, 1.254637, 3.253293], [0.284279, -3.549198, -1.011098], [-0.082739, -2.127795, -1.110823], [1.434529, 1.188241, 1.903372], [4.572153, 0.685354, -0.225217], [2.597096, 0.741977, -1.633992], [-4.495595, 3.289755, -0.951356], [-3.361737, 1.200361, -0.752912], [1.542712, -3.765346, -1.863548], [-3.259531, 3.911340, -1.139668], [5.642346, 0.597230, -0.110643], [1.018126, 1.497457, 5.240478], [1.396566, -3.256391, 0.840429], [-6.385924, 3.559356, -0.854732], [-0.599886, -5.448738, -1.473712], [1.819066, -4.818720, -1.815938], [-1.354912, 1.704241, 4.480949], [2.173692, 0.680832, -2.628730], [0.834354, -4.909326, 0.558972], [-1.779497, -4.247630, -0.935902], [-1.819614, 1.570591, 2.037285], [1.364245, -3.502740, -2.905859], [-3.190671, 4.976735, -1.299002], [2.796405, 1.160346, 3.563931], [-5.485248, 1.395762, -0.613168], [2.377636, -3.171921, -1.491131], [-0.309848, -3.668140, 1.084401], [-1.106777, -4.161121, -2.573499], [-3.349131, 0.127170, -0.615130]],
  "atomic_forces_ev_per_a": [[-0.213, -0.608, 0.485], [-0.193, 0.305, -0.134], [0.004, -0.001, 0.002], [0.014, -0.001, -0.006], [0.042, 0.029, -0.015], [0.204, 0.121, -0.177], [0.156, 0.174, -0.190], [0.096, 0.158, 0.112], [0.028, -0.003, 0.009], [0.006, 0.010, 0.024], [-0.046, 0.026, -0.007], [0.026, -0.012, -0.024], [0.006, 0.001, 0.000], [0.006, -0.025, -0.001], [0.110, -0.012, -0.017], [-0.009, -0.005, -0.001], [-0.102, 0.039, 0.010], [0.000, -0.004, 0.001], [0.063, -0.114, -0.113], [-0.026, -0.010, -0.021], [0.012, 0.006, -0.012], [-0.018, 0.029, 0.015], [-0.017, -0.030, 0.023], [-0.036, -0.001, -0.006], [-0.001, -0.023, 0.065], [0.012, 0.016, 0.000], [-0.036, -0.024, -0.037], [0.004, -0.018, 0.003], [-0.013, -0.024, -0.018], [0.003, 0.000, -0.003], [0.000, 0.000, 0.000], [-0.001, 0.006, -0.002], [-0.052, -0.025, 0.013], [-0.005, 0.000, 0.001], [0.005, 0.004, 0.005], [-0.008, -0.002, -0.008], [-0.004, 0.000, 0.001], [0.004, 0.003, -0.002], [-0.003, 0.004, 0.000], [0.000, 0.010, 0.003], [-0.005, -0.009, -0.002], [-0.004, 0.002, 0.001], [0.000, 0.003, 0.008], [-0.002, 0.001, -0.001], [-0.003, 0.010, -0.001], [-0.004, -0.006, -0.003], [0.001, -0.001, -0.004], [-0.004, 0.003, 0.027]],
  "nbo_charge": [0.7991, 0.1555, -0.3040, -0.3141, -0.6206, -0.4995, -0.4642, -0.5601, -0.1327, 0.4411, 0.0673, -0.3244, 0.4463, -0.5875, 0.1752, -0.2566, -0.1811, -0.5878, -0.0117, -0.2284, -0.1650, 0.4503, 0.1929, -0.3627, -0.3626, 0.3864, 0.0824, -0.5880, -0.3187, 0.2597, 0.2338, 0.2229, 0.4978, 0.2287, 0.2284, 0.2362, 0.2444, 0.2289, 0.2202, 0.2001, 0.2249, 0.2650, 0.2504, 0.2382, 0.2239, 0.2207, 0.2248, 0.2242],
  "charge": 1,
  "energy_ha": -3952.5744,
  "orbital_gap_ev": 8.4,
  "fmax_ev_per_a": 0.81,
  "lumo_ev": -3.0
}


Record 4
{
  "formula": "C2H2N3O2",
  "method": "ωB97M-V/def2-TZVPD",
  "elements": ["O", "O", "N", "N", "N", "C", "C", "H", "H"],
  "positions_angstrom": [[-2.095437, 1.388979, 0.811496], [-2.323225, -0.020396, -1.003977], [-0.863677, -0.437121, 0.613098], [1.436021, -0.723696, 0.680467], [2.488845, -0.571707, 0.090659], [-1.934346, 0.333115, 0.142840], [0.274458, -0.230965, 0.229190], [0.557768, 0.349604, -0.708724], [2.459593, -0.087812, -0.855052]],
  "atomic_forces_ev_per_a": [[-0.634, -1.468, -0.345], [-0.703, 0.130, 1.363], [-0.535, -1.663, 3.162], [1.639, -2.252, 2.868], [1.470, -0.176, -0.578], [0.257, 2.441, -2.692], [0.384, 2.453, -4.573], [-0.927, 0.373, 0.369], [-0.951, 0.163, 0.426]],
  "nbo_charge": [-0.7399, -0.7620, -0.3603, -0.1353, -0.3142, 0.8277, 0.1724, 0.0625, 0.2490],
  "charge": -1,
  "energy_ha": -392.1474,
  "orbital_gap_ev": 8.0,
  "fmax_ev_per_a": 5.20,
  "lumo_ev": 3.3
}


Record 5
{
  "formula": "C16H12F9NO6S2",
  "method": "ωB97M-V/def2-TZVPD",
  "elements": ["S", "S", "F", "F", "F", "F", "F", "F", "F", "F", "F", "O", "O", "O", "O", "O", "O", "N", "C", "C", "C", "C", "C", "C", "C", "C", "C", "C", "C", "C", "C", "C", "C", "C", "H", "H", "H", "H", "H", "H", "H", "H", "H", "H", "H", "H"],
  "positions_angstrom": [[-0.246767, 4.823898, -1.894011], [0.601708, -4.731135, 3.063829], [-1.903444, 5.232634, -3.903101], [-2.477547, 3.726922, 0.093945], [-4.801838, 1.660583, -1.697323], [-3.273696, 1.216304, -0.083372], [-5.090867, 2.334108, 0.352725], [-4.101996, 4.096568, -3.059721], [-2.567846, 6.130071, -2.006743], [-4.412378, 4.490158, -0.614292], [-2.486109, 2.624104, -2.928280], [0.046260, -5.847382, 2.338754], [1.558259, -0.453177, -4.408080], [-0.218808, -3.647789, 3.549858], [1.744306, -1.867424, -0.115458], [-0.169467, 5.554993, -0.626853], [0.648316, 5.477068, -2.848009], [1.060476, -1.559771, -2.366087], [-4.133670, 2.133573, -0.618927], [0.766033, 1.279871, 0.109703], [0.263165, 3.113608, -1.620868], [0.546202, 2.192300, -2.737902], [0.998674, 0.359770, -0.996963], [1.239477, -0.409132, -3.266103], [-3.437468, 3.537739, -0.861437], [0.399280, 2.641391, -0.238379], [1.583881, -5.365480, 4.415080], [1.970863, -4.060956, 2.122280], [1.362443, -1.159618, -0.987225], [0.903461, 0.839594, -2.387263], [-2.953076, 3.789632, -2.342595], [2.972105, -5.555018, 3.815301], [-1.982750, 5.017176, -2.546159], [3.228953, -4.310478, 2.959752], [2.013922, -4.587502, 1.169237], [2.987990, -6.447244, 3.183043], [1.804730, -3.000560, 1.951765], [0.851804, 0.939905, 1.161434], [0.196578, 3.389577, 0.563713], [3.413220, -3.452342, 3.612296], [0.029474, -1.638262, -2.404171], [1.146516, -6.289710, 4.788839], [1.594932, -4.609622, 5.201873], [3.729655, -5.677388, 4.590433], [4.106727, -4.431883, 2.323630], [0.488317, 2.500326, -3.808164]],
  "atomic_forces_ev_per_a": [[4.207, 3.709, 1.520], [0.160, 0.130, 0.137], [0.147, -0.484, 1.569], [-0.559, -0.402, -1.290], [1.352, 0.390, 0.970], [-0.779, 1.052, -1.426], [1.200, -0.193, -1.106], [1.346, -0.224, 0.898], [1.012, -1.497, -0.270], [1.213, -1.061, -0.428], [0.099, 1.472, 1.050], [-0.181, 0.167, 0.065], [-0.215, -0.133, 0.231], [-0.192, -0.207, -0.177], [-0.111, 0.264, -0.184], [-1.390, -1.933, -0.753], [-1.628, -1.940, -0.268], [0.051, -0.313, -0.380], [-1.394, -0.547, 1.681], [0.058, 0.142, -2.495], [0.232, -3.116, 0.169], [0.123, -0.344, 1.758], [-0.082, 2.516, 0.080], [-0.442, 1.373, 1.368], [-0.973, 0.899, 0.690], [-0.130, -0.215, -0.889], [0.306, -0.213, 0.253], [0.429, 0.151, -0.118], [-1.230, 2.005, -1.344], [0.138, 0.172, 1.662], [-1.424, -0.358, -1.079], [0.071, -0.038, -0.080], [-1.427, 0.196, -1.360], [0.091, 0.018, 0.075], [-0.138, 0.013, 0.059], [-0.022, 0.016, 0.062], [-0.172, -0.138, -0.043], [-0.089, 0.410, -0.878], [0.171, -0.764, -0.758], [-0.018, -0.048, -0.021], [0.482, -0.823, 0.108], [-0.148, 0.092, -0.073], [-0.075, -0.007, -0.061], [-0.047, -0.017, -0.031], [-0.058, 0.030, 0.019], [0.035, -0.202, 1.086]],
  "nbo_charge": [2.0314, 2.1708, -0.2893, -0.2940, -0.2908, -0.3010, -0.3073, -0.2957, -0.2780, -0.2908, -0.3081, -0.9417, -0.4613, -0.9449, -0.4771, -0.8921, -0.8735, -0.7109, 0.9275, -0.2142, -0.3426, -0.1221, -0.0229, 0.6883, 0.5596, -0.1348, -0.6762, -0.6825, 0.6841, -0.1787, 0.5791, -0.4063, 0.4255, -0.3998, 0.2509, 0.2156, 0.2643, 0.2560, 0.2673, 0.2062, 0.4005, 0.2551, 0.2381, 0.2240, 0.2254, 0.2669],
  "charge": 0,
  "energy_ha": -2818.1567,
  "orbital_gap_ev": 8.5,
  "fmax_ev_per_a": 5.81,
  "lumo_ev": -1.9
}


Record 6
{
  "formula": "C3H10N2S",
  "method": "ωB97M-V/def2-TZVPD",
  "elements": ["S", "N", "N", "C", "C", "C", "H", "H", "H", "H", "H", "H", "H", "H", "H", "H"],
  "positions_angstrom": [[1.701790, 0.866513, -0.706347], [-0.708145, -0.300838, 2.314345], [-1.404548, 0.035953, -1.399177], [0.722109, -0.661153, -0.426036], [-0.731650, 0.009849, -0.085199], [-1.305834, -0.936363, 1.037482], [-1.458814, 0.078856, 2.887842], [-0.649367, 1.100340, 0.314381], [-2.427423, -0.993892, 0.958103], [-1.216396, 0.978952, -1.712752], [-2.370654, 0.207789, -1.324722], [1.262841, -1.173617, 0.511565], [-0.856619, -2.031820, 1.047488], [2.451832, 0.519788, -1.845748], [0.100441, 0.280628, 2.152504], [0.616615, -1.451036, -1.250765]],
  "atomic_forces_ev_per_a": [[1.143, -0.728, -2.010], [-2.133, -1.831, -0.488], [0.830, 0.677, 0.218], [0.203, 0.125, 1.904], [1.014, -1.863, -0.049], [1.654, 0.316, 0.602], [0.793, 0.322, -0.183], [0.100, -2.069, -0.325], [1.069, 0.220, 0.732], [0.986, 0.110, -0.821], [-1.938, -0.665, 0.769], [-1.593, 1.002, -1.956], [-1.135, 2.203, -0.671], [-0.711, 0.308, 1.274], [-0.451, 0.238, -0.026], [0.170, 1.636, 1.032]],
  "nbo_charge": [-0.0864, -0.8793, -0.8358, -0.5437, -0.0691, -0.2382, 0.3714, 0.1908, 0.1997, 0.3562, 0.3499, 0.2185, 0.2004, 0.1398, 0.3686, 0.2573],
  "charge": 0,
  "energy_ha": -627.9235,
  "orbital_gap_ev": 9.8,
  "fmax_ev_per_a": 2.85,
  "lumo_ev": 0.9
}